(1)
{
  "formula": "C39H49Cl4CsN4O4Si",
  "method": "the ωB97M-V functional and the def2-TZVPD basis",
  "e_above_lowest_kj_mol": 327.3,
  "total_charge": -2,
  "lumo_energy_ev": [3.28, 3.26],
  "homo_ev": [-0.651, -0.651],
  "gap_ev": [3.927, 3.913],
  "species": ["Cs", "C", "C", "C", "C", "C", "N", "C", "C", "C", "N", "C", "C", "C", "C", "C", "C", "C", "C", "N", "C", "C", "C", "N", "C", "C", "C", "C", "O", "C", "O", "H", "H", "H", "H", "H", "H", "H", "H", "H", "H", "H", "H", "H", "H", "H", "H", "H", "H", "H", "H", "H", "H", "H", "H", "H", "H", "H", "H", "Cl", "C", "C", "Cl", "C", "Cl", "C", "O", "C", "O", "C", "Cl", "C", "Si", "C", "C", "C", "C", "C", "C", "C", "C", "H", "H", "H", "H", "H", "H", "H", "H", "H", "H", "H", "H", "H", "H", "H", "H", "H", "H", "H", "H", "H"],
  "positions_angstrom": [[1.1364, 0.7778, -0.7340], [-0.4985, 3.9248, 6.7433], [-0.3704, 2.9548, 5.6009], [0.4134, 1.8487, 5.6712], [0.4947, 0.9297, 4.5799], [1.0240, -0.3495, 4.5809], [1.9148, -0.9153, 5.4038], [3.0816, -0.1816, 5.9027], [4.0497, 0.1726, 4.7683], [4.8507, -1.0090, 4.2138], [4.0122, -2.1471, 3.8657], [3.1214, -1.9850, 2.7823], [2.1886, -2.9543, 2.4434], [2.0882, -4.2027, 3.1124], [1.1527, -5.1564, 2.7549], [1.0811, -6.4888, 3.4557], [0.2552, -4.8454, 1.7268], [0.2428, -3.6137, 1.0797], [-0.8163, -3.3932, 0.0654], [-1.6612, -2.4486, -0.0221], [-1.6298, -1.3954, 0.9756], [-2.9664, -0.6614, 1.0220], [-3.0500, 0.4417, 2.0863], [-2.7616, 1.7707, 1.5522], [-1.9781, 2.5780, 2.1348], [-1.1346, 2.3487, 3.3433], [-1.1553, 3.1767, 4.4142], [-0.1539, 1.2623, 3.3143], [0.0995, 0.6430, 2.2850], [1.2479, -2.6253, 1.3549], [1.3480, -1.5402, 0.7318], [0.0917, 3.5975, 7.6001], [-1.5373, 4.0264, 7.0678], [-0.1516, 4.9221, 6.4589], [0.9236, 1.6300, 6.6029], [0.6703, -1.0015, 3.7849], [2.1854, -1.8433, 5.0943], [3.5723, -0.8054, 6.6532], [2.7538, 0.7286, 6.3981], [4.7600, 0.9228, 5.1280], [3.4753, 0.6488, 3.9699], [5.5561, -1.3481, 4.9788], [5.4421, -0.6522, 3.3589], [4.5332, -3.0133, 3.8181], [3.1067, -1.0335, 2.2672], [2.7709, -4.4229, 3.9301], [1.8253, -6.5492, 4.2525], [1.2666, -7.3185, 2.7672], [0.0984, -6.6571, 3.9062], [-0.4903, -5.5852, 1.4411], [-0.9182, -4.1858, -0.6827], [-0.7992, -0.7276, 0.7627], [-1.4060, -1.8111, 1.9703], [-3.7509, -1.3990, 1.2177], [-3.1846, -0.2265, 0.0448], [-2.4400, 0.1774, 2.9544], [-4.0868, 0.5067, 2.4348], [-1.8890, 3.5701, 1.6854], [-1.8155, 4.0412, 4.3956], [5.4540, 0.7358, -6.7883], [4.5341, 1.3312, -5.4305], [4.7819, 2.5817, -4.9144], [6.0280, 3.5898, -5.6053], [4.0205, 3.0395, -3.8205], [4.3149, 4.6381, -3.1712], [3.0072, 2.2860, -3.2013], [2.3100, 2.7054, -2.2167], [2.7614, 0.9325, -3.7409], [1.8659, 0.1955, -3.2005], [3.5309, 0.5329, -4.8438], [3.1772, -1.0444, -5.5127], [-1.1328, -0.7993, -3.6608], [-2.1659, 0.7488, -3.8081], [-1.4995, 1.8530, -5.2251], [-2.0427, 3.2840, -5.1472], [-1.8353, 1.2565, -6.5987], [0.0294, 1.9033, -5.0682], [-4.0221, 0.2201, -3.9356], [-4.9465, 1.3686, -4.3411], [-4.4459, -0.2786, -2.5476], [-4.1947, -0.9374, -4.9289], [-1.1999, -1.3862, -4.5858], [-1.4624, -1.4316, -2.8308], [-0.0826, -0.5450, -3.5159], [-3.1272, 3.3313, -5.2684], [-1.5901, 3.8902, -5.9417], [-1.7860, 3.7479, -4.1926], [-2.9083, 1.2713, -6.8077], [-1.4820, 0.2257, -6.6882], [-1.3364, 1.8409, -7.3826], [0.3366, 2.2933, -4.0937], [0.4530, 2.5570, -5.8402], [0.4931, 0.9192, -5.1679], [-4.8365, 2.2280, -3.6746], [-5.9933, 1.0398, -4.2934], [-4.7544, 1.7071, -5.3614], [-4.3875, 0.5163, -1.8000], [-3.8192, -1.1041, -2.2023], [-5.4834, -0.6382, -2.5803], [-3.9183, -0.6543, -5.9465], [-5.2452, -1.2599, -4.9456], [-3.5890, -1.7997, -4.6435]],
  "mulliken_charge": [1.331, -1.785, 0.716, -0.731, 0.600, 0.061, -0.280, -0.879, -0.339, -0.954, -0.103, -1.019, 1.104, -0.418, 0.490, -1.705, -0.617, 0.599, -0.988, -0.396, 0.100, -0.249, -0.141, -0.527, -0.911, 0.623, -0.419, -0.412, -0.123, -0.213, -0.817, 0.341, 0.350, 0.329, 0.327, 0.321, 0.453, 0.508, 0.210, 0.497, 0.154, 0.461, 0.322, 0.292, 0.496, 0.227, 0.338, 0.325, 0.327, 0.409, 0.442, -0.132, 0.246, 0.464, -0.609, 0.182, 0.439, 0.389, 0.451, -0.281, 0.063, 0.167, -0.268, 0.142, -0.286, 0.208, -0.899, -0.398, -0.754, 0.485, -0.272, -0.534, -0.311, 2.551, -1.887, -1.855, -2.322, 2.295, -2.069, -2.003, -1.869, 0.355, 0.129, 0.132, 0.386, 0.454, 0.355, 0.361, 0.353, 0.479, 0.467, 0.499, 0.264, 0.387, 0.486, 0.365, 0.375, 0.420, 0.478, 0.312, 0.508, 0.372]
}

***

(2)
{
  "formula": "C27H66N6O3",
  "method": "the ωB97M-V functional and the def2-TZVPD basis",
  "total_charge": 1,
  "spin_multiplicity": 2,
  "lumo_energy_ev": [-2.77, -7.30],
  "homo_ev": [-9.349, -9.349],
  "gap_ev": [6.579, 2.051],
  "species": ["C", "C", "N", "C", "C", "C", "C", "H", "H", "H", "H", "H", "H", "H", "H", "H", "H", "H", "H", "H", "H", "H", "C", "C", "N", "C", "C", "C", "C", "H", "H", "H", "H", "H", "H", "H", "H", "H", "H", "H", "H", "H", "H", "H", "C", "C", "N", "C", "C", "C", "C", "H", "H", "H", "H", "H", "H", "H", "H", "H", "H", "H", "H", "H", "H", "H", "C", "O", "N", "C", "C", "H", "H", "H", "H", "H", "H", "H", "C", "O", "N", "C", "C", "H", "H", "H", "H", "H", "H", "H", "C", "O", "N", "C", "C", "H", "H", "H", "H", "H", "H", "H"],
  "positions_angstrom": [[-0.0477, -4.4941, -0.3524], [0.6978, -4.8214, 0.9754], [1.3113, -3.6940, 1.6682], [1.6738, -4.0885, 3.0499], [0.4942, -3.8881, 4.0881], [2.5210, -3.2861, 0.9120], [3.0295, -1.9353, 1.3582], [-0.9469, -3.9050, -0.1716], [-0.3527, -5.4523, -0.7730], [0.6469, -3.9925, -1.0262], [-0.0242, -5.2449, 1.6737], [1.4160, -5.6219, 0.7977], [1.9940, -5.1297, 3.0887], [2.5248, -3.5067, 3.4039], [0.8111, -4.0319, 5.1210], [0.0068, -2.9234, 3.9471], [-0.1602, -4.7548, 3.9950], [2.3353, -3.2295, -0.1605], [3.2993, -4.0421, 1.0160], [3.8857, -1.6698, 0.7381], [3.3026, -1.9856, 2.4122], [2.2417, -1.1881, 1.2619], [-0.6138, -1.1615, -6.0962], [0.7084, -0.3625, -6.2028], [0.4758, 0.9826, -6.8010], [-0.3825, 1.8863, -5.9156], [-0.8426, 3.0953, -6.7702], [1.7339, 1.6080, -7.2402], [2.7537, 2.1319, -6.2239], [-1.1026, -1.4644, -7.0221], [-1.3498, -0.6299, -5.4931], [-0.4910, -2.1364, -5.6244], [1.2311, -0.2691, -5.2509], [1.3218, -0.9553, -6.8815], [-1.2752, 1.3821, -5.5455], [0.2205, 2.1733, -5.0542], [0.0320, 3.6094, -7.1686], [-1.4227, 2.7522, -7.6269], [-1.4382, 3.7396, -6.1235], [1.5650, 2.4408, -7.9228], [2.3063, 0.8642, -7.7945], [2.9989, 1.4000, -5.4543], [2.3936, 3.0665, -5.7938], [3.7176, 2.3637, -6.6769], [1.5180, 0.7924, 3.3231], [2.2337, 1.2481, 4.5505], [1.7971, 2.5709, 5.0409], [1.8749, 3.7236, 4.1962], [3.2933, 4.1427, 3.8587], [2.2411, 2.6982, 6.4425], [1.4102, 3.8835, 7.0989], [0.4530, 1.0244, 3.3144], [1.4504, -0.2952, 3.2955], [1.8414, 1.1402, 2.3420], [2.0891, 0.4810, 5.3113], [3.2986, 1.3301, 4.3330], [1.3014, 3.5197, 3.2920], [1.2390, 4.4990, 4.6233], [3.8325, 4.5083, 4.7327], [3.9326, 3.3265, 3.5223], [3.2637, 5.0345, 3.2326], [3.2837, 2.9782, 6.5929], [2.0063, 1.7576, 6.9408], [0.3487, 3.9984, 6.8793], [1.8325, 4.8439, 6.8032], [1.3984, 3.7408, 8.1794], [-4.5714, -3.1038, 3.3802], [-4.7141, -4.2677, 3.2830], [-3.4531, -2.4987, 2.8766], [-3.1639, -1.1321, 3.3012], [-2.5113, -3.0219, 1.9021], [-5.2171, -2.3776, 3.8978], [-3.9232, -0.8438, 4.0281], [-3.2270, -0.4105, 2.4867], [-2.2500, -1.0445, 3.8887], [-2.7778, -4.0719, 1.7814], [-2.6279, -2.7090, 0.8645], [-1.4490, -2.9805, 2.1429], [0.3501, -0.4395, -1.4990], [0.4185, 0.1581, -2.5902], [-0.3039, 0.0739, -0.4449], [-0.8335, 1.4374, -0.4135], [-0.5603, -0.7705, 0.7210], [0.6812, -1.4716, -1.3055], [-0.3835, 2.0517, -1.1933], [-0.6458, 1.8793, 0.5650], [-1.9094, 1.5773, -0.5179], [-0.4708, -0.2076, 1.6501], [-1.6080, -1.0695, 0.6878], [0.1119, -1.6281, 0.6919], [-4.5770, 2.0521, -1.6410], [-5.1281, 3.1360, -1.3628], [-3.7714, 1.8409, -2.7064], [-3.0710, 0.6179, -3.0108], [-3.5990, 2.9305, -3.6694], [-4.6423, 1.1493, -1.0141], [-3.2662, -0.1533, -2.2656], [-2.0006, 0.7990, -3.1082], [-3.4430, 0.2809, -3.9783], [-4.0999, 3.8400, -3.3376], [-2.5273, 3.1294, -3.6776], [-3.9746, 2.6702, -4.6590]],
  "mulliken_charge": [-0.982, -1.054, 1.062, -0.833, -1.135, -0.930, -0.870, 0.032, 0.459, 0.290, 0.458, 0.522, 0.315, 0.368, 0.458, 0.068, 0.397, 0.380, 0.461, 0.473, 0.280, -0.027, -0.852, -0.357, -0.014, 0.035, -1.471, -0.675, -1.049, 0.332, -0.101, 0.417, 0.230, 0.381, 0.089, 0.206, 0.367, 0.340, 0.396, 0.366, 0.442, 0.265, 0.250, 0.421, -1.047, -0.770, 0.359, -0.514, -1.013, -0.225, -1.327, 0.503, 0.054, 0.517, 0.497, 0.295, 0.295, 0.442, 0.337, 0.304, 0.394, 0.303, 0.415, 0.382, 0.389, 0.380, 0.151, -0.508, 0.081, -0.792, -1.130, 0.292, 0.401, 0.222, 0.161, 0.357, 0.384, 0.348, -0.085, -0.689, 0.429, -1.111, 0.810, 0.471, 0.421, 0.253, 0.316, -0.480, 0.420, -0.918, 0.170, -0.639, 0.065, -0.616, -0.900, 0.343, 0.302, -0.041, 0.432, 0.359, 0.249, 0.293]
}

***

(3)
{
  "formula": "C4H6LiO3",
  "method": "the ωB97M-V functional and the def2-TZVPD basis",
  "e_above_lowest_kj_mol": 289.2,
  "spin_multiplicity": 2,
  "lumo_energy_ev": [-0.36, -0.34],
  "homo_ev": [-7.593, -9.271],
  "gap_ev": [7.234, 8.930],
  "species": ["H", "O", "C", "O", "Li", "O", "C", "H", "H", "H", "C", "C", "H", "H"],
  "positions_angstrom": [[1.0270, -1.5558, 2.0049], [0.7488, 0.6762, -0.3200], [-0.4563, 0.3941, -0.6236], [-0.8378, -0.7797, -0.7919], [1.0062, -1.4036, -1.0338], [-1.3197, 1.3880, -0.4182], [-2.7062, 1.0706, -0.4488], [-2.9899, 0.6896, -1.4382], [-2.9494, 0.3217, 0.3152], [-3.2335, 2.0019, -0.2224], [1.6920, -0.7478, 1.0825], [2.9821, -0.6702, 0.7817], [3.4088, 0.1648, 0.2110], [3.6278, -1.5499, 0.9017]],
  "mulliken_charge": [0.185, -0.696, 0.932, -0.836, 0.882, -0.309, -0.601, 0.265, 0.270, 0.213, -0.501, -0.376, 0.270, 0.302]
}

***

(4)
{
  "formula": "C3H8N2O",
  "method": "the ωB97M-V functional and the def2-TZVPD basis",
  "e_above_lowest_kj_mol": 48.7,
  "lumo_energy_ev": 0.95,
  "homo_ev": -9.289,
  "gap_ev": 10.242,
  "species": ["O", "C", "N", "C", "N", "C", "H", "H", "H", "H", "H", "H", "H", "H"],
  "positions_angstrom": [[-0.6127, 1.4254, 0.9080], [-0.0072, 0.3722, 0.9684], [0.2779, -0.3669, -0.1398], [-0.0231, 0.1057, -1.4714], [-0.1471, -1.0444, -2.3421], [0.5125, -0.1976, 2.2611], [0.4521, -1.3540, -0.0491], [0.7784, 0.7195, -1.8895], [-0.9104, 0.7411, -1.4142], [0.0139, -0.8690, -3.3189], [-1.0086, -1.5611, -2.2157], [0.4843, -1.2861, 2.2675], [-0.0611, 0.1815, 3.0970], [1.5507, 0.1086, 2.3757]],
  "mulliken_charge": [-0.614, 0.679, -0.241, -0.381, -0.565, -1.040, 0.282, 0.275, 0.306, 0.216, 0.193, 0.331, 0.309, 0.251]
}

***

(5)
{
  "formula": "C3H5FO2",
  "method": "the ωB97M-V functional and the def2-TZVPD basis",
  "e_above_lowest_kj_mol": 345.3,
  "lumo_energy_ev": 0.48,
  "homo_ev": -8.375,
  "gap_ev": 8.850,
  "species": ["C", "C", "C", "O", "O", "F", "H", "H", "H", "H", "H"],
  "positions_angstrom": [[0.9755, 0.4494, 0.6952], [1.0259, -0.0982, -0.7723], [-1.0597, -0.1087, 0.0316], [-0.2754, -0.5999, -1.0012], [-1.7905, -0.8946, 0.6898], [-1.6685, 1.0874, -0.2559], [1.1891, -0.4574, 1.3719], [1.3511, 1.5078, 0.9407], [1.2660, 0.7810, -1.4202], [1.7579, -0.7818, -0.9096], [-2.7714, -0.8850, 0.6300]],
  "mulliken_charge": [-0.655, -0.223, 0.433, -0.344, -0.380, -0.270, 0.226, 0.282, 0.233, 0.329, 0.370]
}

***

(6)
{
  "formula": "C3H5ErO4",
  "method": "the ωB97M-V functional and the def2-TZVPD basis",
  "e_above_lowest_kj_mol": 76.7,
  "total_charge": 2,
  "spin_multiplicity": 4,
  "lumo_energy_ev": [-11.42, -11.27],
  "homo_ev": [-16.818, -16.825],
  "gap_ev": [5.401, 5.557],
  "species": ["O", "C", "C", "O", "O", "C", "H", "H", "H", "H", "O", "H", "Er"],
  "positions_angstrom": [[-0.7561, 2.6520, 0.6927], [0.0084, 1.9146, 0.1336], [-1.9339, 0.1249, 1.7111], [1.1461, 2.0792, -0.3984], [-0.2737, 0.5007, 0.0268], [-1.4180, -0.1119, 0.5120], [-2.9245, -0.2666, 1.9370], [-1.4234, 0.7276, 2.4606], [-1.8452, -0.7988, -0.2187], [1.9042, -2.7663, -1.6188], [2.4463, -1.9714, -1.7655], [3.2216, -2.2292, -2.2788], [1.8483, 0.1453, -1.1938]],
  "mulliken_charge": [-0.364, 0.816, -0.633, -0.634, -0.270, 0.124, 0.269, 0.252, 0.309, 0.393, -0.592, 0.381, 1.949]
}

***

no.,electronic energy (Ha)
1,-4185.88297
2,-1622.19905
3,-389.16430
4,-303.87359
5,-367.52574
6,-1432.65328